Density functional theory data (the ωB97M-V functional and the def2-TZVPD basis) for 2 unconnected molecules or ions with the total composition C6H9N in a non-equilibrium geometry.

```
! RIJCOSX wB97M-V def2-TZVPD def2/J DEFGRID3
* xyz 0 1
C 0.635 -0.279 1.002
C 1.332 -0.385 0.037
C -0.408 -0.012 -3.309
C -0.164 -0.445 2.242
C 2.267 -0.142 -1.098
C -1.843 0.488 -1.256
N -1.112 0.201 -2.372
H -0.086 -1.611 2.481
H -1.086 -0.067 1.920
H 0.152 0.279 3.005
H 2.350 -1.141 -1.529
H 3.136 0.199 -0.785
H 1.690 0.667 -1.765
H -2.618 1.331 -1.322
H -1.309 0.902 -0.351
H -2.544 -0.315 -0.990
*
```

Properties
relative energy (zero: lowest compared OMol25 entry of this formula, charge and spin)	104.8	kcal per mole
electronic energy	-288.6150	hartree
HOMO	-0.347	Eh
LUMO level	0.742	eV